1.
Formula: C2H77O37
Source: OMol25
Level of theory: wB97M-V/def2-TZVPD

Its HOMO energy is -6.7 eV. The largest force on an atom is 0.03408 hartree/bohr. For the HOMO-LUMO gap, the calculation gives 7.9 eV.

Structure (ORCA input):
```
! RIJCOSX wB97M-V def2-TZVPD def2/J DEFGRID3
* xyz -1 1
C -0.022 1.073 0.133
C -0.812 -0.021 -0.505
O -0.352 -1.334 -0.282
H 1.053 0.912 0.051
H -0.250 1.265 1.181
H -0.321 2.051 -0.244
H -0.943 0.233 -1.557
H -1.848 0.149 -0.211
O 2.846 0.037 5.927
H 2.078 -0.503 6.111
H 2.656 0.443 5.080
O -4.429 -2.624 -4.706
H -4.438 -2.207 -5.568
H -3.539 -2.489 -4.383
O 6.332 -0.349 1.184
H 6.096 -1.182 0.775
H 5.505 -0.005 1.522
O 2.929 -1.595 2.881
H 2.473 -1.917 2.104
H 2.593 -0.708 3.007
O -1.679 1.660 3.400
H -1.626 0.705 3.356
H -2.552 1.867 3.067
O 4.531 -2.228 -1.951
H 3.841 -2.891 -1.999
H 4.915 -2.218 -2.828
O -1.511 -2.679 -4.578
H -1.434 -3.628 -4.669
H -0.804 -2.436 -3.980
O -6.386 -2.609 0.318
H -5.552 -2.181 0.507
H -6.760 -2.798 1.179
O -2.347 -0.911 3.155
H -2.250 -1.143 4.078
H -1.756 -1.506 2.694
O 0.908 -4.186 3.230
H 1.319 -4.390 2.390
H 0.155 -3.641 3.002
O 2.856 4.202 2.769
H 2.103 4.324 2.191
H 3.327 5.034 2.728
O -0.376 4.148 3.893
H -0.731 3.268 4.024
H -0.948 4.542 3.235
O -0.923 -2.847 1.987
H -0.601 -2.260 1.303
H -1.602 -3.368 1.556
O -3.614 3.180 -0.620
H -3.367 2.297 -0.896
H -4.311 3.045 0.022
O 3.443 0.376 -0.395
H 3.775 -0.509 -0.547
H 2.501 0.310 -0.556
O -4.053 -1.500 1.294
H -3.360 -1.534 0.635
H -3.687 -0.968 2.001
O -1.726 -6.088 1.527
H -2.121 -5.733 2.324
H -1.552 -5.320 0.983
O 1.995 -4.288 -2.841
H 1.616 -4.973 -3.391
H 1.509 -3.497 -3.073
O 1.322 3.230 -3.032
H 0.928 3.684 -2.287
H 2.262 3.381 -2.937
O 6.011 2.350 2.415
H 5.174 2.689 2.100
H 6.533 2.225 1.623
O -0.799 3.149 -5.011
H -0.177 2.970 -4.306
H -1.552 3.544 -4.571
O -0.827 4.532 -1.040
H -1.192 4.399 -0.166
H -1.378 4.000 -1.614
O -3.122 -4.248 -2.363
H -3.844 -3.949 -2.916
H -2.892 -5.109 -2.714
O -2.351 0.747 -4.845
H -2.117 -0.075 -5.276
H -1.574 1.297 -4.941
O 2.585 1.100 2.492
H 2.551 2.040 2.673
H 2.818 1.043 1.565
O 5.764 2.688 -0.566
H 5.568 1.753 -0.620
H 5.336 3.068 -1.334
O -4.324 3.015 2.908
H -4.834 2.667 3.638
H -4.878 3.699 2.532
O -2.007 4.485 1.751
H -2.684 4.116 2.318
H -1.492 3.729 1.469
O 1.517 -5.203 0.831
H 0.764 -5.188 0.240
H 2.266 -5.375 0.260
O 1.972 -2.496 0.641
H 1.246 -2.046 0.210
H 1.947 -3.385 0.287
O -1.095 -4.230 -0.217
H -1.703 -4.344 -0.948
H -0.869 -3.300 -0.236
O 2.269 -0.030 -4.274
H 2.973 0.612 -4.375
H 1.878 -0.095 -5.146
O -2.490 4.887 -3.480
H -1.938 5.613 -3.189
H -3.367 5.112 -3.170
O 0.668 -2.112 -3.011
H 0.272 -1.920 -2.161
H 1.284 -1.395 -3.156
O -0.893 7.012 -2.056
H -0.908 6.192 -1.563
H -0.527 7.653 -1.446
O 0.374 -1.657 5.492
H -0.146 -2.425 5.730
H 0.925 -1.955 4.768
*
```

2.
Formula: C2H79O40
Source: OMol25
Level of theory: wB97M-V/def2-TZVPD

For the relative energy (zero: lowest compared OMol25 entry of this formula, charge and spin), the calculation gives 339.1 kJ/mol. Its HOMO energy is -8.0 eV. The largest force on an atom is 0.05650 hartree/bohr. For the HOMO-LUMO gap, the calculation gives 8.6 eV.

Structure (ORCA input):
```
! RIJCOSX wB97M-V def2-TZVPD def2/J DEFGRID3
* xyz -1 1
C 0.129 0.893 0.561
C 0.466 -0.494 -0.094
O -0.196 -0.930 -1.066
O 1.294 -1.308 0.358
H -0.254 1.584 -0.189
H 0.930 1.375 1.121
H -0.547 0.695 1.393
O -2.462 -3.791 -2.653
H -3.219 -3.415 -2.205
H -2.805 -4.090 -3.495
O 2.505 -1.122 3.181
H 3.251 -0.525 3.121
H 2.151 -1.154 2.292
O 3.900 0.740 -0.227
H 3.230 0.059 -0.281
H 3.785 1.254 -1.026
O 2.826 5.354 1.848
H 3.333 4.972 1.132
H 1.928 5.382 1.519
O -2.329 -3.209 2.193
H -2.469 -2.757 1.360
H -1.384 -3.157 2.338
O 4.165 4.442 -0.097
H 4.421 5.295 -0.450
H 3.851 3.952 -0.856
O -3.861 -0.065 4.364
H -3.641 0.614 5.002
H -3.082 -0.136 3.812
O 0.597 4.760 -1.827
H 1.048 5.392 -2.387
H 0.115 4.200 -2.436
O -5.028 4.183 -1.035
H -4.438 3.748 -1.650
H -4.970 3.659 -0.236
O -5.689 1.113 2.424
H -5.503 0.193 2.608
H -4.843 1.552 2.508
O -2.737 -1.288 0.231
H -2.942 -0.354 0.266
H -1.995 -1.348 -0.371
O 3.918 -3.048 -0.227
H 4.037 -3.162 -1.170
H 3.127 -2.515 -0.148
O -0.486 3.750 3.118
H -0.121 2.867 3.177
H -0.446 3.964 2.186
O 3.308 -6.643 0.061
H 2.972 -5.950 0.629
H 3.036 -7.456 0.488
O -5.528 -0.085 -0.559
H -5.973 0.448 -1.218
H -4.951 0.529 -0.104
O 0.588 -6.579 1.837
H -0.304 -6.919 1.773
H 0.556 -5.735 1.386
O 2.684 -1.746 5.795
H 2.600 -2.018 4.881
H 2.972 -2.534 6.255
O -2.891 2.628 -2.337
H -2.595 3.349 -2.893
H -2.617 1.838 -2.803
O -3.372 1.410 0.336
H -3.180 1.881 -0.475
H -3.141 2.026 1.031
O -3.786 3.332 2.246
H -3.025 3.479 2.807
H -4.099 4.211 2.032
O 0.936 1.435 3.663
H 0.023 1.183 3.803
H 1.402 0.604 3.571
O 1.126 5.169 5.110
H 0.701 4.464 4.622
H 2.055 5.081 4.899
O -5.231 -1.910 1.525
H -4.398 -1.698 1.104
H -5.875 -1.867 0.818
O 0.158 1.797 -4.655
H -0.620 1.476 -4.199
H -0.173 2.132 -5.488
O 6.432 1.232 0.478
H 6.348 1.792 1.250
H 5.550 0.892 0.331
O 2.340 3.631 -4.243
H 1.518 3.142 -4.288
H 2.607 3.735 -5.156
O -1.005 -0.363 4.547
H -0.644 -1.247 4.612
H -0.734 0.067 5.359
O -0.894 -1.469 -5.371
H 0.057 -1.461 -5.265
H -1.104 -2.376 -5.593
O 1.863 -2.163 -5.009
H 1.800 -1.630 -4.216
H 1.974 -3.058 -4.687
O 1.380 -0.227 -3.304
H 1.205 0.665 -3.603
H 0.988 -0.269 -2.432
O -0.610 4.443 0.479
H -0.147 4.396 -0.358
H -1.295 5.096 0.337
O 0.295 -4.138 0.811
H -0.168 -3.944 -0.005
H 0.655 -3.296 1.088
O 5.852 -4.258 1.574
H 5.110 -3.929 1.068
H 5.620 -5.164 1.779
O -4.533 -2.686 -1.334
H -3.805 -2.326 -0.827
H -5.130 -1.947 -1.455
O 0.436 -3.602 -2.239
H 0.413 -2.738 -1.828
H -0.456 -3.740 -2.559
O -1.455 0.204 -3.430
H -0.986 -0.043 -2.633
H -1.312 -0.528 -4.030
O 2.449 -5.722 -2.419
H 1.971 -4.941 -2.139
H 2.810 -6.085 -1.610
O 3.874 2.544 -2.319
H 4.566 3.206 -2.321
H 3.246 2.851 -2.973
*
```

3.
Formula: C2H7AsBeO7P2S4
Source: OMol25
Level of theory: wB97M-V/def2-TZVPD

For the relative energy (zero: lowest compared OMol25 entry of this formula, charge and spin), the calculation gives 0.0 kJ/mol. Its HOMO energy is -0.9 eV. The largest force on an atom is 0.00587 hartree/bohr. For the HOMO-LUMO gap, the calculation gives 5.2 eV.

Structure (ORCA input):
```
! RIJCOSX wB97M-V def2-TZVPD def2/J DEFGRID3
* xyz -2 1
Be 0.127 1.356 1.199
S 2.003 5.066 2.319
As 0.237 3.912 2.308
S 0.560 1.862 3.115
S -0.236 3.164 0.220
S -1.488 4.802 3.130
C 0.762 -2.623 0.075
C 0.013 -1.572 -0.728
O -0.277 -2.097 -2.036
P 1.053 -0.097 -0.942
O 0.291 0.915 -1.871
O 2.258 -0.635 -1.850
O 1.504 0.473 0.346
P -1.498 -1.036 0.211
O -2.470 -0.699 -1.067
O -2.107 -2.147 0.975
O -1.099 0.262 0.846
H 1.658 -2.946 -0.457
H 0.101 -3.472 0.244
H 1.055 -2.211 1.041
H -1.098 -1.664 -2.310
H 0.078 1.747 -1.359
H 1.889 -1.233 -2.516
H -3.317 -1.126 -0.895
*
```

4.
Formula: C2H7Cl3NSi
Source: OMol25
Level of theory: wB97M-V/def2-TZVPD

For the relative energy (zero: lowest compared OMol25 entry of this formula, charge and spin), the calculation gives 174.1 kJ/mol. Its HOMO energy is -14.8 eV. The largest force on an atom is 0.05458 hartree/bohr. For the HOMO-LUMO gap, the calculation gives 9.5 eV.

Structure (ORCA input):
```
! RIJCOSX wB97M-V def2-TZVPD def2/J DEFGRID3
* xyz 1 1
C 1.318 0.236 1.955
C 1.485 0.175 0.431
N -2.147 -0.904 -1.472
Si -0.188 0.629 -0.526
Cl 0.090 0.678 -2.473
Cl -1.689 1.534 0.427
Cl 2.723 1.401 -0.259
H 1.147 1.292 2.357
H 0.537 -0.480 2.296
H 2.259 0.071 2.350
H 1.650 -0.854 0.039
H -1.642 -1.786 -1.635
H -3.052 -1.344 -1.095
H -2.491 -0.649 -2.395
*
```

5.
Formula: C2H7ClN2
Source: OMol25
Level of theory: wB97M-V/def2-TZVPD

For the relative energy (zero: lowest compared OMol25 entry of this formula, charge and spin), the calculation gives 132.2 kJ/mol. Its HOMO energy is -9.2 eV. Its structure (SMILES) is CNN(C)Cl. The largest force on an atom is 0.10026 hartree/bohr. For the HOMO-LUMO gap, the calculation gives 10.0 eV.

Structure (ORCA input):
```
! RIJCOSX wB97M-V def2-TZVPD def2/J DEFGRID3
* xyz 0 1
C 0.164 1.192 1.372
N -0.658 0.485 0.411
N 0.392 -0.371 -0.384
C -0.254 -1.491 -1.039
Cl 1.566 0.494 -1.451
H 1.023 0.570 1.447
H 0.432 2.290 1.347
H -0.479 1.060 2.251
H -0.993 1.218 -0.280
H -0.790 -1.368 -2.036
H 0.537 -2.224 -1.295
H -0.939 -1.853 -0.342
*
```

6.
Formula: C2H7ClN2O
Source: OMol25
Level of theory: wB97M-V/def2-TZVPD

For the relative energy (zero: lowest compared OMol25 entry of this formula, charge and spin), the calculation gives 64.4 kJ/mol. Its HOMO energy is -9.8 eV. Its structure (SMILES) is C/N=N\OC.Cl. The largest force on an atom is 0.07574 hartree/bohr. For the HOMO-LUMO gap, the calculation gives 10.7 eV.

Structure (ORCA input):
```
! RIJCOSX wB97M-V def2-TZVPD def2/J DEFGRID3
* xyz 0 1
C -0.033 1.062 -1.403
N -0.491 0.696 -0.118
N -0.308 -0.257 0.554
O 0.594 -1.259 0.075
C 1.044 -1.984 1.130
H 0.515 0.202 -1.977
H -0.809 1.574 -1.987
H 0.700 1.848 -1.221
H 0.992 -3.028 0.626
H 0.384 -1.747 2.008
H 2.128 -1.626 1.354
Cl -2.592 2.881 0.671
H -2.123 1.639 0.288
*
```

7.
Formula: C2H7ClNOP
Source: OMol25
Level of theory: wB97M-V/def2-TZVPD

For the relative energy (zero: lowest compared OMol25 entry of this formula, charge and spin), the calculation gives 252.8 kJ/mol. Its HOMO energy is -9.4 eV. Its structure (SMILES) is C/N=P/O.CCl. The largest force on an atom is 0.07520 hartree/bohr. For the HOMO-LUMO gap, the calculation gives 9.7 eV.

Structure (ORCA input):
```
! RIJCOSX wB97M-V def2-TZVPD def2/J DEFGRID3
* xyz 0 1
C 4.223 -2.475 -0.398
N 2.806 -2.618 -0.287
P 1.763 -1.640 0.223
O 0.382 -2.506 0.001
H 4.658 -2.095 0.553
H 4.407 -1.947 -1.280
H 4.750 -3.549 -0.633
H 0.377 -3.454 -0.197
C -2.769 0.762 0.129
Cl -3.970 2.051 0.378
H -2.785 0.363 -0.831
H -1.741 1.149 0.305
H -2.835 -0.175 0.816
*
```

8.
Formula: C2H7ClO2Si
Source: OMol25
Level of theory: wB97M-V/def2-TZVPD

For the relative energy (zero: lowest compared OMol25 entry of this formula, charge and spin), the calculation gives 0.0 kJ/mol. Its HOMO energy (spin up / spin down) is -6.2 / -11.0 eV. As for the expectation value of S²: 2.005. The largest force on an atom is 0.09140 hartree/bohr. For the HOMO-LUMO gap (spin up / spin down), the calculation gives 7.1 / 10.2 eV.

Structure (ORCA input):
```
! RIJCOSX wB97M-V def2-TZVPD def2/J DEFGRID3
* xyz 0 3
C -2.452 0.410 0.654
C 3.360 -0.725 -0.652
O 0.535 0.755 0.969
O -0.677 0.800 -1.497
Si -0.639 0.258 0.058
Cl 3.385 0.892 0.040
H -2.630 -0.125 1.645
H -2.820 1.387 0.598
H -3.227 0.026 0.015
H 3.579 -1.399 0.035
H 3.844 -0.633 -1.513
H 1.408 0.418 0.892
H -1.352 0.611 -2.124
*
```